# 1
The following is a DFT calculation (wB97M-V/def2-TZVPD) of a structure of composition C16H24BF5MnN3OSeSi at a distorted geometry.

Summary:
Spin multiplicity   5
HOMO (alpha / beta)   -7.27 / -7.37 eV
LUMO (alpha / beta)   -0.986 / -0.141 eV
Kohn-Sham gap (alpha / beta)   6.283 / 7.231 eV
DFT total energy   -5229.99325 hartree

Cartesian coordinates (Å):
Mn: -0.074188 -0.121699 -0.281591
C: 3.763708 -3.000469 -1.078451
Si: 1.975052 -2.538481 -0.639390
C: 1.044073 -2.522890 -2.301383
C: 1.283505 -3.816153 0.558054
N: 1.720580 -0.929925 -0.014220
C: 2.543716 -0.237614 0.833175
C: 3.785610 -0.679099 1.331955
C: 4.566821 0.112564 2.155171
C: 4.155248 1.378748 2.546139
C: 2.922632 1.843632 2.106729
C: 2.178009 1.041554 1.284689
F: 0.947103 1.524405 0.837925
H: 3.761951 -3.705825 -1.913119
H: 4.269663 -3.493991 -0.246106
H: 4.366861 -2.139260 -1.374008
H: 0.771603 -3.534023 -2.612511
H: 1.654955 -2.090153 -3.097491
H: 0.117694 -1.946358 -2.225675
H: 1.566909 -4.832633 0.273718
H: 0.195358 -3.766343 0.591881
H: 1.647185 -3.630050 1.570648
H: 4.118702 -1.672017 1.064277
H: 5.515302 -0.272099 2.509143
H: 4.771045 1.995443 3.185003
H: 2.535289 2.808756 2.405844
C: -2.770644 1.658212 -0.563003
C: -1.715105 0.658340 -0.849157
O: -1.724271 -0.183912 -1.716025
H: -3.408967 1.805860 -1.432894
H: -2.330930 2.596383 -0.231192
H: -3.352401 1.244201 0.266278
C: 3.628725 0.381911 -3.607446
N: 2.359202 0.288496 -4.301035
C: 2.143288 -0.327630 -5.512204
C: 0.830765 -0.200571 -5.794712
N: 0.254265 0.497124 -4.755822
C: -1.145498 0.859157 -4.686388
C: 1.194397 0.782909 -3.827312
Se: 1.023628 1.748144 -2.255925
H: 4.435546 0.221899 -4.318200
H: 3.685456 -0.362881 -2.812813
H: 3.717111 1.368296 -3.159380
H: 2.935445 -0.797571 -6.066636
H: 0.264477 -0.533417 -6.645545
H: -1.533429 0.962057 -5.697252
H: -1.235290 1.806803 -4.158983
H: -1.715186 0.107217 -4.148280
F: -0.757329 -0.285434 1.849278
B: -1.734279 -1.357935 1.727197
F: -2.993729 -0.799190 1.692640
F: -1.406107 -1.867355 0.407740
F: -1.553552 -2.309499 2.678540

Forces on the atoms, in the same order (eV/Å):
Mn 1.30 -0.54 0.57
C -0.15 0.06 0.15
Si -0.08 0.08 -0.16
C 0.02 -0.15 0.42
C 0.10 0.07 -0.32
N 0.09 -0.53 -0.22
C 0.07 0.22 0.20
C -0.20 -0.01 -0.08
C 0.09 0.05 0.09
C 0.01 -0.03 -0.01
C -0.11 0.07 -0.01
C 0.23 -0.18 -0.07
F 0.00 -0.05 0.06
H -0.06 -0.01 -0.01
H 0.03 0.03 0.00
H -0.01 0.02 0.02
H -0.02 -0.01 0.01
H 0.03 0.08 0.06
H -0.06 -0.06 -0.12
H 0.03 0.00 0.00
H -0.03 0.05 0.02
H 0.05 0.03 -0.01
H 0.06 0.02 0.02
H 0.00 -0.01 -0.01
H 0.00 -0.02 0.03
H 0.01 0.01 -0.05
C 0.04 0.05 0.13
C -1.59 0.59 -0.80
O 0.09 0.05 0.15
H 0.00 -0.03 0.00
H 0.03 -0.02 0.01
H 0.01 0.01 0.01
C 0.18 -0.03 0.18
N -0.26 0.00 0.00
C 0.01 -0.07 -0.10
C 0.07 -0.04 -0.09
N 0.29 -0.12 0.08
C -0.19 0.14 0.09
C -0.01 0.02 -0.04
Se -0.25 0.10 0.27
H -0.04 -0.01 -0.05
H -0.05 0.02 -0.01
H 0.02 -0.01 -0.02
H 0.01 0.01 0.02
H -0.02 0.00 0.02
H 0.04 0.01 0.00
H 0.03 0.00 -0.01
H 0.00 -0.07 0.03
F 0.06 0.16 -0.16
B 0.16 0.03 -0.12
F -0.05 0.01 -0.01
F 0.07 -0.01 -0.12
F -0.01 0.04 0.00

***

# 2
The following is a DFT calculation (wB97M-V/def2-TZVPD) of a structure of composition C3H2N2O at a distorted geometry.

Summary:
Energy relative to the best compared isomer or geometry (same formula, charge and spin)   4.545 eV
HOMO   -8.77 eV
LUMO   -0.174 eV
Kohn-Sham gap   8.598 eV
DFT total energy   -300.06438 hartree

Cartesian coordinates (Å):
C: -0.132911 0.861028 -0.544542
C: -0.416287 -0.416011 -0.943060
C: 0.410347 0.385395 0.693679
N: -0.423673 1.442474 0.724678
N: -0.001070 -1.513428 -0.927501
O: 1.135269 -0.395788 1.240974
H: -1.353116 1.535874 1.158084
H: 0.781442 -1.899543 -1.402311

Forces on the atoms, in the same order (eV/Å):
C -0.59 -1.36 -2.66
C 0.21 2.12 0.19
C 2.00 0.26 1.98
N -1.41 2.01 2.26
N -0.35 -2.69 -1.15
O -0.82 0.66 0.10
H 0.62 -0.37 -0.18
H 0.33 -0.61 -0.54

***

# 3
The following is a DFT calculation (wB97M-V/def2-TZVPD) of a structure of composition C24H33AuClN3O5Si2Te.

Summary:
Spin multiplicity   2
Energy relative to the best compared isomer or geometry (same formula, charge and spin)   0.990 eV
HOMO (alpha / beta)   -11.53 / -11.75 eV
LUMO (alpha / beta)   -3.233 / -5.389 eV
Kohn-Sham gap (alpha / beta)   8.299 / 6.360 eV
DFT total energy   -2917.46365 hartree
Charge   +1

Cartesian coordinates (Å):
Au: 0.800254 -0.084239 -1.243263
O: -4.225914 0.430159 -4.379557
C: -3.771423 -0.804822 -4.447549
O: -4.207598 -1.610904 -5.221995
C: -2.670472 -1.189217 -3.481587
C: -2.223204 -2.483616 -3.277851
Cl: -2.688307 -3.854073 -4.151289
N: -1.253677 -2.467790 -2.324118
N: -1.027189 -1.192617 -1.942750
C: -1.874987 -0.428205 -2.609873
C: -1.846505 1.073112 -2.356495
O: -2.766217 1.761515 -2.780885
O: -0.862298 1.516204 -1.671872
C: -0.639227 -3.567232 -1.584692
C: 0.561258 -3.369607 -0.916550
C: 1.143126 -4.394843 -0.188065
C: 0.534892 -5.636565 -0.105156
C: -0.674687 -5.826801 -0.749838
C: -1.265118 -4.804372 -1.478804
H: -3.727319 0.985723 -3.725476
H: 1.075342 -2.422061 -0.956270
H: 2.083285 -4.210395 0.315745
H: 0.990118 -6.438329 0.461105
H: -1.185314 -6.778884 -0.681776
H: -2.227053 -4.984674 -1.922010
O: 2.856398 -0.027067 -0.703532
N: 3.782157 0.216860 -1.624642
C: 3.624324 -0.173353 -2.899055
C: 4.612018 0.065897 -3.829613
C: 5.777126 0.706476 -3.443185
C: 5.919989 1.085813 -2.118687
C: 4.905401 0.831637 -1.221158
H: 2.691540 -0.673501 -3.118310
H: 4.457509 -0.254881 -4.849659
H: 6.559319 0.906758 -4.162119
H: 6.812314 1.583772 -1.767171
H: 4.931408 1.088276 -0.173520
C: -0.845402 -2.558595 2.738361
Si: -1.014539 -0.941926 3.645759
C: -0.414957 -1.048574 5.400169
C: -2.781421 -0.345201 3.587415
C: 0.104444 0.314632 2.753151
Te: -0.732859 1.042773 0.938927
C: 0.475841 2.758735 0.794502
Si: -0.512068 4.329985 1.279428
C: -1.213932 4.038748 2.986444
C: -1.851088 4.531413 0.013315
C: 0.716495 5.722600 1.291304
H: -1.571709 -3.285373 3.111251
H: 0.152392 -2.985397 2.871037
H: -1.019013 -2.442291 1.662826
H: -0.990504 -1.786691 5.965644
H: -0.517938 -0.085563 5.906220
H: 0.636692 -1.344265 5.440417
H: -3.440346 -1.074449 4.065759
H: -3.147456 -0.210482 2.565872
H: -2.901350 0.603583 4.118357
H: 1.061787 -0.146905 2.495579
H: 0.308070 1.194662 3.370174
H: 0.773082 2.839050 -0.253258
H: 1.347520 2.591093 1.427379
H: -1.800808 3.114736 3.030171
H: -1.883977 4.852063 3.275938
H: -0.422604 3.977896 3.738549
H: -2.609107 3.748292 0.101920
H: -1.445647 4.469525 -0.999197
H: -2.356341 5.494214 0.120857
H: 1.443400 5.593404 2.096781
H: 0.213661 6.681387 1.446172
H: 1.258401 5.782788 0.344321

Forces on the atoms, in the same order (eV/Å):
Au 0.25 -0.17 0.12
O -0.12 -0.29 -0.20
C 0.07 0.13 0.09
O 0.02 -0.15 -0.04
C -0.20 0.10 -0.02
C -0.03 0.03 -0.17
Cl 0.12 -0.14 0.16
N 0.31 -0.62 0.28
N -0.17 0.06 0.14
C -0.01 0.55 -0.17
C 0.07 -0.09 0.10
O 0.00 0.09 0.08
O -0.04 -0.08 -0.26
C -0.15 0.12 -0.11
C 0.19 0.06 -0.16
C 0.01 -0.01 0.03
C 0.01 0.05 0.00
C -0.05 -0.03 -0.02
C -0.18 0.11 0.05
H 0.09 0.14 0.11
H 0.02 0.00 -0.06
H -0.01 0.00 -0.01
H -0.01 0.02 -0.02
H 0.01 0.03 -0.01
H -0.09 0.03 -0.10
O -0.07 0.05 0.18
N -0.06 -0.02 -0.09
C 0.01 0.00 -0.10
C -0.04 -0.03 -0.03
C 0.03 0.01 -0.03
C -0.01 0.02 0.08
C 0.11 0.03 0.02
H 0.00 0.01 -0.01
H -0.02 0.00 0.01
H -0.01 -0.01 0.02
H -0.02 -0.01 0.00
H -0.02 0.01 -0.01
C 0.01 -0.09 -0.07
Si -0.02 0.04 -0.01
C 0.06 -0.06 0.09
C -0.04 0.08 -0.02
C -0.01 0.02 -0.06
Te 0.13 -0.05 0.23
C -0.11 0.11 0.00
Si 0.07 -0.11 0.05
C -0.02 -0.02 0.05
C -0.06 -0.01 -0.09
C 0.04 0.13 -0.02
H 0.04 0.01 -0.03
H -0.03 0.01 -0.03
H 0.00 -0.03 0.03
H 0.03 0.04 -0.02
H 0.01 -0.04 0.00
H -0.04 0.02 0.03
H 0.03 0.03 0.01
H -0.02 -0.01 0.02
H -0.01 -0.03 -0.03
H 0.02 0.05 0.02
H -0.02 0.00 -0.04
H -0.03 -0.04 0.03
H 0.00 -0.04 -0.02
H -0.01 0.03 0.03
H 0.04 -0.02 -0.01
H -0.04 -0.01 -0.01
H -0.01 0.03 -0.02
H -0.04 0.02 0.01
H 0.01 -0.04 0.01
H 0.00 0.02 -0.04
H 0.03 -0.05 0.00
H -0.01 0.02 0.03

***

# 4
The following is a DFT calculation (wB97M-V/def2-TZVPD) of a structure of composition C4HN2P at a distorted geometry.

Summary:
Energy relative to the best compared isomer or geometry (same formula, charge and spin)   0.857 eV
HOMO   -10.36 eV
LUMO   -1.981 eV
Kohn-Sham gap   8.376 eV
DFT total energy   -603.75408 hartree

Cartesian coordinates (Å):
C: 1.804942 0.655983 -0.330122
C: -1.379992 -0.781010 -0.613447
C: 0.749606 0.175210 0.403698
C: -0.716752 0.025509 0.324460
N: 2.716446 1.013254 -0.937280
N: -1.929652 -1.465736 -1.350538
P: 0.283007 -0.721682 1.738584
H: -1.527606 1.098470 0.764643

Forces on the atoms, in the same order (eV/Å):
C 1.00 0.50 -0.79
C -0.33 -0.41 -0.57
C -1.38 -1.41 1.90
C -2.04 4.09 2.76
N -0.08 0.05 0.04
N -0.19 -0.21 -0.28
P 0.47 0.71 -1.31
H 2.56 -3.31 -1.75

***

- Among the records above, which one has the lowest DFT total energy?
  C16H24BF5MnN3OSeSi